Arrangement w

14
Properties=species:S:1:pos:R:3 method="wB97M-V/def2-TZVPD" lumo_ev=-1.8543 total_charge=0 e_homo_ev=-9.00
C -0.821 0.365 1.749
H 0.002 2.605 -1.947
N 1.113 -3.899 0.373
C -0.642 1.194 0.668
H -0.984 2.215 0.759
C 0.210 1.579 -1.723
N 0.921 -0.429 -2.035
N 0.794 0.769 -2.584
C -0.047 0.830 -0.546
N 0.442 -0.422 -0.855
C 0.633 -2.896 0.687
C 0.098 -1.710 1.040
H -1.287 0.703 2.661
N -0.433 -0.904 1.753


Arrangement x

14
Properties=species:S:1:pos:R:3 method="wB97M-V/def2-TZVPD" lumo_ev="-1.0128 / -3.2330" total_charge=0 e_homo_ev="-10.02 / -8.60"
C 1.435 0.254 1.054
N 0.202 -0.117 0.938
N -3.089 -1.679 1.719
H 3.165 0.885 -0.160
H 2.394 -0.140 -2.033
C -0.046 -0.619 -0.191
N -2.847 -0.333 -0.257
C 1.801 -0.343 -1.241
C -3.058 -0.979 0.798
C -2.477 0.878 -0.508
N 0.513 -0.726 -1.272
C 2.286 0.256 -0.065
N -2.032 1.905 -0.794
H 1.755 0.758 2.011


Most stable one: arrangement w, least stable one: arrangement x.


Arrangement w

8
Properties=species:S:1:pos:R:3 method="wB97M-V/def2-TZVPD" lumo_ev="-1.1552 / -1.3169" total_charge=0 e_homo_ev="-10.40 / -10.42"
H 0.095 -0.437 2.066
O 0.035 -1.701 -1.356
O 0.377 1.295 0.493
N -0.031 0.181 -0.058
O -0.707 -0.758 1.544
H 0.443 0.102 -2.033
C 0.279 -0.552 -1.155
H -0.490 1.871 0.499


Arrangement x

8
Properties=species:S:1:pos:R:3 method="wB97M-V/def2-TZVPD" lumo_ev=0.6577 total_charge=0 e_homo_ev=-10.03
H -1.897 -1.804 0.799
H 0.095 0.666 1.069
O 0.098 1.451 0.578
N -1.183 -1.236 0.270
O 1.365 1.444 -0.089
O 0.632 -1.084 -1.205
C -0.252 -1.219 -0.478
H 1.143 1.783 -0.943


Most stable one: arrangement x, least stable one: arrangement w.


Arrangement w

15
Properties=species:S:1:pos:R:3 method="wB97M-V/def2-TZVPD" lumo_ev=-6.3869 total_charge=+1 e_homo_ev=-14.69
N -2.112 1.078 -0.381
N -1.039 1.664 -0.338
H 1.470 2.634 -0.211
H 0.934 -1.992 -0.447
H -3.161 -2.114 0.509
H 0.635 -1.962 1.233
N -0.137 -0.281 0.074
C 0.104 0.950 -0.171
S -2.001 -0.658 -0.483
H 2.135 0.987 0.331
N -2.825 -1.178 0.658
H 1.695 1.397 -1.350
C 1.483 1.515 -0.337
H 1.904 -0.744 0.508
C 0.913 -1.295 0.403


Arrangement x

15
Properties=species:S:1:pos:R:3 method="wB97M-V/def2-TZVPD" lumo_ev=-3.9159 total_charge=+1 e_homo_ev=-13.49
H -0.316 2.232 -0.008
N 0.883 -0.760 0.539
C 0.714 -0.723 -0.946
N -2.321 -0.300 0.763
H 0.671 -1.672 0.963
N 0.514 0.685 -1.146
C -0.347 1.161 -0.154
C -0.114 0.251 1.048
N -1.309 -0.508 1.419
H 0.423 1.038 -2.086
H 1.838 -0.480 0.782
S -2.360 0.759 -0.441
H 0.265 0.745 1.944
H 1.609 -1.075 -1.462
H -0.149 -1.351 -1.214


Most stable one: arrangement x, least stable one: arrangement w.


Arrangement w

13
Properties=species:S:1:pos:R:3 method="wB97M-V/def2-TZVPD" lumo_ev=-5.9259 total_charge=+1 e_homo_ev=-14.55
O 0.861 -2.457 -0.722
C -1.135 0.361 -0.241
N 2.334 0.534 0.293
H 2.557 1.536 0.567
C 0.322 -1.591 -0.219
H -0.523 -0.781 1.376
H -1.630 0.086 -1.247
H -1.884 0.968 0.185
N 1.197 0.365 -0.070
H -1.648 -1.687 0.428
O 0.257 2.360 -0.485
C 0.072 1.230 -0.276
C -0.781 -0.923 0.410


Arrangement x

13
Properties=species:S:1:pos:R:3 method="wB97M-V/def2-TZVPD" lumo_ev=-7.2268 total_charge=+1 e_homo_ev=-14.28
N -0.054 -0.940 0.656
H -2.216 0.110 -1.735
H -1.956 -1.851 0.363
C -1.464 0.018 -0.881
H 0.270 -1.805 1.026
H -0.320 1.892 -1.042
C -0.376 0.826 -0.719
N 3.093 1.900 1.330
C 0.569 0.160 0.520
O 2.965 2.764 0.626
C -1.185 -1.300 -0.246
O 1.687 0.334 1.123
H -1.015 -2.108 -1.021


Most stable one: arrangement w, least stable one: arrangement x.


Arrangement w

22
Properties=species:S:1:pos:R:3 method="wB97M-V/def2-TZVPD" lumo_ev=-0.1581 total_charge=0 e_homo_ev=-8.67
C 0.731 0.443 0.534
H -1.310 3.195 0.796
H 1.775 -0.172 -1.309
N -1.769 1.296 0.343
C -1.568 -1.237 -0.127
H -2.290 -1.251 0.825
H 1.811 -2.684 0.021
H -2.169 -1.753 -0.997
N 2.914 -0.395 0.275
C 0.969 -1.916 -0.132
O 3.633 -1.388 0.520
S 0.864 2.194 0.219
H -1.669 1.013 1.287
C -0.342 -2.104 0.030
H -1.260 2.775 -1.046
H -0.719 -3.156 0.183
H -0.939 0.402 -1.293
H 0.622 0.237 1.511
C -1.204 0.226 -0.309
C 1.609 -0.533 -0.234
C -1.025 2.467 0.064
O 1.336 2.341 -1.161


Arrangement x

22
Properties=species:S:1:pos:R:3 method="wB97M-V/def2-TZVPD" lumo_ev=-0.8200 total_charge=0 e_homo_ev=-9.60
C -0.916 -2.673 -1.081
H -0.833 0.593 2.668
O 1.186 1.286 -1.996
H -1.246 -3.634 -0.859
O 0.228 0.573 -3.795
C -0.205 -0.713 -0.382
H 1.656 1.306 1.695
H -0.237 -1.064 2.456
N -0.727 -1.882 -0.092
C 0.099 0.282 0.722
C 1.566 0.479 1.021
N 0.558 0.497 -2.652
H -0.202 2.439 1.240
H -1.604 -0.533 1.496
S -0.397 -2.026 -2.543
H 1.914 -0.387 1.320
H 2.164 0.695 0.083
C -0.513 1.745 0.472
C -0.733 -0.214 2.015
H -0.174 2.149 -0.487
C 0.042 -0.556 -1.863
H -1.627 1.636 0.561


Most stable one: arrangement x, least stable one: arrangement w.


Arrangement w

38
Properties=species:S:1:pos:R:3 method="wB97M-V/def2-TZVPD" lumo_ev=2.6080 total_charge=-1 e_homo_ev=-7.28
H -9.835 29.270 4.915
O -7.992 27.225 8.609
H -9.616 27.076 2.874
B -8.837 24.293 5.405
H -12.779 24.715 3.773
O -12.769 23.546 5.400
H -5.774 21.527 4.389
H -5.692 26.698 5.470
H -11.526 26.020 6.733
H -12.706 22.670 5.790
F -7.858 23.660 4.646
H -10.569 25.956 5.534
H -8.417 21.960 8.164
H -9.459 24.479 2.369
F -8.274 24.584 6.656
H -11.852 23.789 5.196
H -9.385 22.814 7.343
F -9.236 25.392 4.559
O -6.501 21.131 4.879
H -11.676 25.494 3.036
H -8.323 23.713 3.051
H -6.332 25.404 4.979
H -7.386 26.885 9.274
O -8.761 23.829 2.193
O -12.335 24.793 2.914
O -9.322 22.286 8.157
H -4.735 24.896 6.315
H -9.782 27.867 5.514
H -8.116 26.487 7.999
H -7.135 21.852 4.990
O -9.973 26.408 2.268
O -9.359 28.437 4.854
O -11.366 26.409 5.866
H -5.701 23.974 7.093
O -4.856 24.427 7.179
O -5.485 25.865 5.030
H -10.208 26.900 1.474
F -9.978 23.537 5.682


Arrangement x

38
Properties=species:S:1:pos:R:3 method="wB97M-V/def2-TZVPD" lumo_ev=2.2008 total_charge=-1 e_homo_ev=-7.07
F 0.334 -1.126 -1.867
H 2.495 0.734 -2.990
H -1.141 -0.775 2.325
O 0.576 -1.084 2.308
H 0.505 -2.037 2.434
F -0.933 0.746 -1.953
H 3.061 -1.571 0.944
F -1.495 -0.938 -0.494
H 0.284 -3.455 -0.265
O -0.341 -3.194 0.336
H -3.048 -2.089 1.454
H 2.272 -2.044 -0.146
O 2.507 -1.251 0.317
H 0.906 -0.986 1.438
H 1.445 -0.304 -3.119
H 1.489 2.628 -1.079
O -3.142 -2.991 1.175
H 2.466 0.475 -0.809
H 1.105 1.296 1.459
H 1.307 4.104 -0.581
O 0.866 3.315 -0.850
H -1.984 0.406 1.857
H -2.400 -3.208 0.588
O 2.857 1.295 -1.090
H -1.044 3.308 -0.850
O -1.965 3.046 -0.622
O 2.286 -0.062 -3.450
H -4.095 1.219 -0.332
O 1.208 1.848 2.239
O -2.056 -0.472 2.262
F 0.401 0.339 -0.147
B -0.397 -0.228 -1.095
H -0.708 -2.373 -0.053
H -1.907 2.266 -1.199
H 1.301 1.267 2.978
H -3.191 0.068 -0.176
H 3.764 1.062 -1.282
O -3.589 0.767 0.336


Most stable one: arrangement w, least stable one: arrangement x.


Arrangement w

10
Properties=species:S:1:pos:R:3 method="wB97M-V/def2-TZVPD" lumo_ev=0.7871 total_charge=0 e_homo_ev=-10.23
C -0.675 -0.535 0.387
N 0.996 0.514 -0.044
H -0.602 1.756 0.291
H 1.846 1.027 -0.207
H -0.997 -0.511 1.419
H -0.683 0.954 -1.232
C -0.392 0.859 -0.203
O 1.355 -1.889 -0.131
F -1.593 -1.340 -0.273
C 0.745 -0.835 -0.007


Arrangement x

10
Properties=species:S:1:pos:R:3 method="wB97M-V/def2-TZVPD" lumo_ev="0.2235 / -0.1763" total_charge=0 e_homo_ev="-9.02 / -8.29"
C -0.072 -1.183 -0.567
H 0.506 1.308 1.460
N 1.117 -1.284 -0.240
H -0.765 -2.044 -0.957
C 0.164 1.240 0.381
C -0.742 0.185 -0.041
O 1.831 -0.529 0.380
H -1.248 -0.331 0.885
F 0.517 2.282 -0.354
H -1.307 0.358 -0.947


Arrangement y

10
Properties=species:S:1:pos:R:3 method="wB97M-V/def2-TZVPD" lumo_ev=0.8265 total_charge=0 e_homo_ev=-10.41
H -1.998 0.045 1.071
H 0.866 1.329 1.177
H -0.443 -1.669 0.133
H -0.465 -0.777 -1.483
F -2.071 1.090 -0.641
C -1.611 0.042 0.061
C 2.109 0.242 0.011
N 1.746 0.987 0.867
O 2.661 -0.442 -0.737
C -0.793 -0.845 -0.460


Arrangement z

10
Properties=species:S:1:pos:R:3 method="wB97M-V/def2-TZVPD" lumo_ev=1.1071 total_charge=0 e_homo_ev=-9.43
N -1.522 0.278 -0.043
O 0.293 -0.285 1.163
H 1.420 -0.339 -1.743
H 1.709 -1.699 0.794
H -2.138 0.840 -0.723
F 0.204 1.862 0.088
C 1.026 -0.465 -0.789
C 1.048 -1.049 0.326
C -0.143 0.540 0.071
H -1.898 0.317 0.855


Most stable one: arrangement y, least stable one: arrangement x.


Arrangement w

14
Properties=species:S:1:pos:R:3 method="wB97M-V/def2-TZVPD" lumo_ev="-0.6702 / -0.6173" total_charge=0 e_homo_ev="-7.43 / -7.51"
P -0.364 0.257 2.667
H -2.994 -0.321 -0.220
C 1.693 0.609 0.785
H 0.303 2.111 0.208
C -2.290 -1.219 -0.540
H 1.887 0.650 -0.193
S -0.747 -0.461 -1.105
H -2.822 -1.664 -1.416
H 1.669 2.753 1.079
C 0.915 1.952 1.036
O 0.161 1.747 2.205
H -2.127 -1.919 0.201
S 0.516 -0.751 1.106
H 2.454 0.550 1.451


Arrangement x

14
Properties=species:S:1:pos:R:3 method="wB97M-V/def2-TZVPD" lumo_ev=-2.6218 total_charge=0 e_homo_ev=-7.69
C 0.440 -2.028 0.564
H 0.548 -3.045 0.591
H 0.000 0.138 -1.367
C -1.293 1.098 0.060
H -2.067 1.867 -0.340
C -0.005 1.214 -0.925
O -1.769 -0.082 0.231
H -0.658 -1.571 0.360
P 2.442 0.094 0.534
H -0.282 2.014 -1.617
S 1.390 1.747 0.019
H 0.623 -1.634 1.485
S 1.740 -1.426 -0.692
H -1.107 1.615 1.096


Most stable one: arrangement w, least stable one: arrangement x.


Arrangement w

36
Properties=species:S:1:pos:R:3 method="wB97M-V/def2-TZVPD" lumo_ev=0.3551 total_charge=0 e_homo_ev=-8.80
H 1.486 -3.438 -1.893
O -3.619 1.218 0.451
H 1.549 1.465 -2.116
H 2.418 0.956 -0.639
H -0.476 1.983 -0.130
H -4.579 1.186 0.371
H 3.763 1.788 -2.196
H 0.856 -0.541 1.734
C 2.426 -1.807 -0.139
O -2.289 -0.181 2.406
H 3.771 0.831 -3.414
N 0.767 -0.213 -1.140
H -3.306 2.284 1.869
H -2.963 0.759 -1.082
H -2.827 1.375 3.132
H -2.697 -1.046 2.518
O 2.131 -1.538 1.004
H 0.559 -1.350 3.066
C 0.808 -2.615 -1.688
C 1.443 1.128 -1.087
H -1.955 0.385 -2.206
H 3.179 -2.583 -0.304
H 2.294 -1.056 -2.193
H 1.118 2.029 0.822
H -1.268 -0.342 2.332
O 3.769 0.856 -2.453
O -3.177 2.242 2.839
H -0.062 -0.223 -0.571
H -3.254 0.589 1.110
O -2.748 0.090 -1.753
C 0.625 2.020 -0.148
O 0.290 -0.594 2.546
H 0.819 3.062 -0.464
C 1.599 -1.356 -1.360
H 0.082 -2.487 -2.496
H 0.120 -2.905 -0.867


Arrangement x

36
Properties=species:S:1:pos:R:3 method="wB97M-V/def2-TZVPD" lumo_ev=0.3202 total_charge=0 e_homo_ev=-9.98
H -1.416 0.453 -3.139
C 1.372 -0.135 -0.196
O 1.895 -2.765 1.536
N 1.454 1.198 -0.418
H -0.556 2.024 -0.387
H 2.576 -3.143 -0.863
H -1.304 1.219 1.907
H -2.719 -0.431 -1.213
H 1.128 3.019 1.810
O 2.077 -2.493 -1.382
C 0.978 3.597 -0.453
C 0.517 2.128 1.602
H 2.181 1.551 -1.039
H -1.435 2.992 1.965
C 0.461 2.204 0.012
O -1.318 -2.128 -1.756
H 1.079 1.281 1.997
H 1.323 -2.049 1.154
H 1.153 -2.733 -1.230
H 1.298 4.255 0.373
H -4.133 -0.223 -0.841
H -0.922 -2.377 -2.592
H 1.755 -2.667 2.484
H -1.178 -1.197 -1.535
O -1.460 -2.225 2.419
C -0.833 2.135 2.301
H -1.924 1.300 -1.970
H 2.243 -0.664 -0.617
O -1.177 0.762 -2.258
H -0.565 2.283 3.353
H 1.680 3.617 -1.244
H 0.047 4.077 -0.779
O 0.610 -0.704 0.573
O -3.484 0.067 -1.497
H -0.936 -2.479 1.655
H -1.336 -1.279 2.549


Arrangement y

36
Properties=species:S:1:pos:R:3 method="wB97M-V/def2-TZVPD" lumo_ev=0.3816 total_charge=0 e_homo_ev=-8.03
H 3.890 1.125 1.455
H 0.261 -1.045 1.982
C 2.406 -0.659 -0.602
N 0.300 -0.863 -1.865
H 3.434 2.302 0.288
O 2.422 -0.881 2.911
H -2.929 0.116 1.766
C 2.323 0.518 0.007
H -3.115 1.626 -2.109
C 1.324 -1.490 -1.161
H -1.765 -0.802 1.308
H -1.813 1.868 1.350
H 2.023 -1.151 3.750
H 0.244 3.122 -2.034
O -3.633 -0.872 -1.564
H 0.593 -3.432 -1.442
O 0.157 2.282 -1.575
H -2.440 1.079 -0.845
H -2.685 3.146 1.294
H 2.732 0.005 3.141
H 1.628 -3.357 -0.014
H 0.479 0.084 -2.129
H 4.424 1.051 -0.242
O -2.541 -0.285 0.978
H -3.599 -0.486 -0.675
H -0.116 -1.343 -2.649
H 3.365 -1.138 -0.772
C 3.577 1.227 0.414
O -2.257 2.528 1.892
O -2.530 1.878 -1.386
H -0.782 2.020 -1.676
H -0.006 -2.431 1.251
H 1.414 1.106 -0.042
C 1.237 -2.795 -0.839
H -3.158 -1.704 -1.490
O -0.381 -1.740 1.804


Most stable one: arrangement x, least stable one: arrangement w.


Arrangement w

22
Properties=species:S:1:pos:R:3 method="wB97M-V/def2-TZVPD" lumo_ev=0.5865 total_charge=0 e_homo_ev=-9.02
C 0.389 2.818 -0.879
H -0.420 -0.897 -0.572
H -1.303 -3.745 -0.096
H 1.395 -0.505 2.059
C 0.641 0.593 0.376
H -3.810 -1.686 1.063
H 2.613 -0.151 0.815
O -0.714 -2.977 -0.250
H 2.153 2.175 0.325
C 1.330 1.771 -0.318
H -3.324 -2.422 -0.233
H 1.511 -1.488 0.565
O -3.966 -2.430 0.494
H 0.170 1.088 1.234
H 0.210 2.699 -1.946
H 0.811 3.846 -0.777
H 0.052 -3.264 0.264
N -0.509 0.106 -0.422
H -0.389 0.481 -1.359
H 2.090 1.485 -1.054
H -0.493 2.984 -0.271
C 1.564 -0.481 0.982


Arrangement x

22
Properties=species:S:1:pos:R:3 method="wB97M-V/def2-TZVPD" lumo_ev=0.7040 total_charge=0 e_homo_ev=-9.52
O 1.801 -2.571 -2.828
N -1.396 -1.392 -0.379
C -0.741 -0.881 0.844
H 0.945 -2.988 -2.958
H -1.626 -2.369 -0.244
O 3.423 0.762 -1.955
H 0.308 -1.071 0.761
C -1.080 0.592 1.090
H -2.154 0.649 0.883
H -1.108 -1.437 1.722
H -0.825 2.455 0.002
H 0.662 1.447 0.041
H 2.491 0.916 -2.149
H -0.756 2.124 2.590
C -0.716 1.046 2.480
H -1.347 0.546 3.210
H 3.659 1.550 -1.453
H 0.286 0.714 2.762
H 1.609 -1.631 -2.927
H -2.311 -0.963 -0.479
C -0.424 1.435 -0.013
H -0.702 1.066 -0.998


Most stable one: arrangement x, least stable one: arrangement w.